Entry 1:
Density functional theory data (ωB97M-V with the def2-TZVPD basis set) for 8 unconnected molecules or ions with the total composition C28H28Cl9N5.

Each line ends with the Mulliken charge.
Geometry (Å):
Cl1 5.526 0.338 -1.639  -0.12
C1 4.727 1.377 -0.446  0.82
Cl2 5.276 3.049 -0.580  -0.12
Cl3 4.945 0.722 1.180  -0.13
H1 3.645 1.388 -0.577  -0.49
Cl4 0.354 0.327 -2.735  -0.12
C2 0.221 0.071 -1.021  0.25
Cl5 1.601 -0.766 -0.330  0.05
Cl6 -1.284 -0.713 -0.431  -0.09
H2 0.320 1.047 -0.546  -0.12
Cl7 1.669 3.552 -1.444  0.02
C3 1.777 5.248 -1.975  -0.10
Cl8 1.038 5.352 -3.603  -0.13
Cl9 3.525 5.794 -1.997  -0.13
H3 1.163 5.890 -1.343  0.32
C4 -4.109 0.511 1.203  0.83
C5 -4.905 1.549 1.731  -0.35
C6 -6.217 1.314 1.962  -0.32
N1 -6.838 0.199 1.596  -0.58
C7 -6.088 -0.873 1.078  -0.38
C8 -4.677 -0.727 1.094  -0.39
H4 -3.070 0.723 1.002  -0.19
H5 -4.417 2.422 2.140  0.30
H6 -6.808 2.108 2.392  0.36
H7 -6.523 -1.751 0.624  0.35
H8 -4.033 -1.527 0.761  0.36
C9 -0.544 2.031 4.562  -0.29
C10 0.867 2.077 4.591  -0.54
C11 1.537 1.153 3.781  -0.38
N2 0.855 0.233 2.972  -0.25
C12 -0.570 0.231 2.934  -0.16
C13 -1.272 1.061 3.766  -0.48
H9 -1.154 2.532 5.299  0.39
H10 1.405 2.670 5.316  0.44
H11 2.553 0.847 3.979  0.42
H12 -1.081 -0.581 2.439  0.46
H13 -2.352 1.045 3.768  0.46
C14 2.514 -5.066 1.044  -0.46
C15 2.665 -3.721 0.966  -0.09
C16 3.670 -3.154 0.178  -0.23
N3 4.488 -3.920 -0.597  -0.49
C17 4.295 -5.277 -0.539  -0.45
C18 3.351 -5.910 0.290  -0.23
H14 1.717 -5.484 1.641  0.39
H15 2.097 -3.027 1.568  0.42
H16 3.874 -2.093 0.189  0.38
H17 5.001 -5.885 -1.086  0.34
H18 3.297 -6.987 0.338  0.40
C19 -3.398 4.551 0.604  -0.17
C20 -2.554 4.278 1.625  -0.66
C21 -1.492 3.422 1.355  -0.56
N4 -1.357 2.716 0.236  0.23
C22 -2.157 3.033 -0.802  -0.35
C23 -3.215 3.935 -0.664  -0.72
H19 -4.165 5.310 0.640  0.39
H20 -2.745 4.796 2.552  0.42
H21 -0.713 3.211 2.072  0.59
H22 -1.942 2.471 -1.699  0.44
H23 -3.952 4.197 -1.409  0.42
C24 0.557 -2.821 -4.539  -0.29
C25 1.247 -3.201 -3.394  0.09
C26 1.979 -4.340 -3.474  -0.03
N5 2.196 -5.082 -4.606  -0.51
C27 1.541 -4.677 -5.687  -0.30
C28 0.663 -3.616 -5.686  -0.44
H24 0.001 -1.898 -4.468  0.35
H25 1.080 -2.560 -2.541  0.03
H26 2.513 -4.588 -2.569  0.40
H27 1.789 -5.312 -6.525  0.39
H28 0.094 -3.224 -6.517  0.35

Values from the calculation:
DFT total energy (Ha): -5499.14177
Highest occupied orbital energy (eV): -9.480
SMILES: ClC(Cl)Cl.ClC(Cl)Cl.ClC(Cl)Cl.c1ccncc1.c1ccncc1.c1ccncc1.c1ccncc1.c1ccncc1
ΔE to the lowest compared entry with this formula, charge and spin (kcal/mol): 42.8


Entry 2:
Density functional theory data (ωB97M-V with the def2-TZVPD basis set) for a molecular structure, C6H5NO.

Each line ends with the Mulliken charge.
Geometry (Å):
C1 0.516 -0.797 0.674  -0.21
C2 -0.275 0.265 -0.031  0.79
C3 -0.360 1.597 0.669  -0.68
C4 -0.690 2.633 1.224  -0.03
C5 0.002 0.347 -1.489  -1.15
C6 0.127 0.622 -2.611  0.43
H1 0.844 -3.961 0.929  0.37
H2 1.478 -0.537 0.990  0.42
H3 -1.326 0.015 -0.141  0.13
H4 -1.047 3.601 1.677  0.37
H5 -0.258 1.061 -3.828  0.31
N1 0.035 -2.060 0.507  -0.28
O1 0.955 -2.786 1.431  -0.44

Values from the calculation:
DFT total energy (Ha): -361.28531
Highest occupied orbital energy (eV): -9.808
ΔE to the lowest compared entry with this formula, charge and spin (kcal/mol): 187.6


Entry 3:
Density functional theory data (ωB97M-V with the def2-TZVPD basis set) for a molecular structure, C35H26Br2Cl3N6O2SeY.

Each line ends with the Mulliken charge.
Geometry (Å):
Y1 -0.164 0.196 0.009  -1.33
C1 1.935 -2.596 0.747  -1.58
N1 2.106 -1.135 0.732  1.26
C2 2.563 -0.731 2.073  -0.86
C3 2.294 0.703 2.423  0.39
C4 3.298 1.549 2.848  -0.96
C5 2.968 2.843 3.228  -0.55
C6 1.644 3.227 3.183  -0.96
C7 0.699 2.311 2.736  -0.05
N2 1.009 1.072 2.351  -0.02
C8 3.026 -0.706 -0.325  -1.29
C9 2.437 -1.005 -1.687  1.31
C10 3.214 -0.928 -2.832  -0.87
C11 2.672 -1.355 -4.031  -0.55
C12 1.380 -1.865 -4.050  -0.81
C13 0.661 -1.861 -2.872  -0.91
N3 1.164 -1.413 -1.715  0.99
C14 0.553 -3.011 1.183  0.57
C15 0.328 -4.296 1.646  -1.18
C16 -0.964 -4.678 1.974  -0.33
C17 -1.990 -3.763 1.822  -1.36
C18 -1.681 -2.499 1.358  -0.51
N4 -0.431 -2.114 1.054  0.53
H1 2.680 -3.057 1.405  0.55
H2 2.107 -2.999 -0.244  0.60
H3 3.624 -0.967 2.210  0.34
H4 1.999 -1.337 2.782  0.54
H5 4.325 1.202 2.873  0.39
H6 3.737 3.536 3.551  0.41
H7 1.332 4.224 3.470  0.47
H8 -0.346 2.576 2.657  0.41
H9 3.996 -1.216 -0.240  0.75
H10 3.196 0.363 -0.221  -0.44
H11 4.235 -0.563 -2.772  0.48
H12 3.260 -1.309 -4.944  0.42
H13 0.928 -2.236 -4.963  0.49
H14 -0.364 -2.214 -2.839  0.57
H15 1.162 -4.983 1.749  0.50
H16 -1.163 -5.677 2.345  0.41
H17 -3.018 -4.005 2.067  0.46
H18 -2.456 -1.762 1.206  0.89
Cl1 1.295 7.572 -0.852  -0.23
C19 1.318 5.833 -0.741  0.10
C20 0.133 5.124 -0.799  -0.66
C21 0.183 3.747 -0.692  0.83
Cl2 -1.297 2.834 -0.816  -0.21
C22 1.363 3.010 -0.502  -1.85
O1 1.358 1.713 -0.373  2.15
C23 2.534 3.788 -0.489  0.52
Cl3 4.074 2.979 -0.372  -0.24
C24 2.524 5.167 -0.599  -0.56
H19 -0.816 5.633 -0.928  0.49
H20 3.457 5.720 -0.573  0.47
C25 1.609 2.153 -3.510  -0.71
C26 0.288 1.524 -3.861  0.57
C27 -0.198 1.683 -5.187  -1.24
C28 -1.366 1.105 -5.559  -1.31
C29 -2.097 0.341 -4.615  1.07
C30 -3.293 -0.350 -4.913  0.17
Br1 -4.052 -0.268 -6.649  -0.24
C31 -3.919 -1.096 -3.965  -0.40
C32 -3.381 -1.177 -2.669  0.32
Br2 -4.286 -2.243 -1.400  -0.17
C33 -2.234 -0.502 -2.287  -0.32
O2 -1.734 -0.582 -1.079  0.51
C34 -1.568 0.263 -3.307  -0.46
N5 -0.380 0.855 -2.954  0.98
H21 2.325 1.991 -4.321  0.53
H22 2.010 1.733 -2.592  -0.55
H23 1.498 3.235 -3.386  0.33
H24 0.384 2.263 -5.896  0.55
H25 -1.745 1.214 -6.567  0.36
H26 -4.830 -1.628 -4.200  0.45
Se1 -2.289 1.054 1.566  -0.12
C35 -2.423 0.014 3.072  0.35
N6 -2.500 -0.645 4.025  -0.71

Values from the calculation:
DFT total energy (Ha): -10797.00482
Highest occupied orbital energy (eV): -7.545
ΔE to the lowest compared entry with this formula, charge and spin (kcal/mol): 16.3


Entry 4:
Density functional theory data (ωB97M-V with the def2-TZVPD basis set) for a molecular structure, C50H54MgN3O2Si.

Each line ends with the Mulliken charge.
Geometry (Å):
Mg1 -0.807 0.694 -0.081  3.69
C1 -1.644 0.409 3.042  -0.79
O1 -1.427 1.452 2.092  -0.11
C2 -1.147 2.626 2.820  -0.30
C3 0.276 2.790 3.407  -0.50
O2 1.169 2.631 2.355  0.10
C4 2.536 2.718 2.752  -1.17
H1 -1.067 0.532 3.919  0.64
H2 -1.246 -0.434 2.465  -0.03
H3 -2.706 0.306 3.246  0.16
H4 -1.828 2.684 3.705  0.52
H5 -1.413 3.450 2.116  -0.33
H6 0.477 1.918 4.090  0.11
H7 0.398 3.713 3.968  0.50
H8 2.811 2.026 3.510  0.42
H9 2.888 3.710 3.037  0.28
H10 3.103 2.474 1.911  0.34
C5 -5.029 -1.068 -0.097  -0.63
C6 -5.291 -0.915 -1.452  -0.88
C7 -4.354 -0.354 -2.272  -0.42
C8 -3.109 -0.042 -1.748  0.52
C9 -2.751 -0.099 -0.377  -0.11
C10 -3.787 -0.619 0.402  -0.50
C11 -2.080 0.462 -2.717  0.95
C12 -2.428 1.386 -3.760  -0.49
C13 -1.513 1.866 -4.600  -1.68
C14 -0.192 1.342 -4.518  1.58
C15 0.813 1.738 -5.432  -0.94
C16 2.093 1.311 -5.251  -0.52
C17 2.377 0.407 -4.242  -0.67
C18 1.410 0.034 -3.361  0.06
C19 0.099 0.479 -3.473  -0.82
N1 -0.835 0.141 -2.493  -0.18
H11 -5.687 -1.565 0.555  0.49
H12 -6.159 -1.377 -1.963  0.25
H13 -4.488 -0.377 -3.341  0.44
H14 -3.674 -0.828 1.472  0.03
H15 -3.500 1.669 -3.682  0.46
H16 -1.695 2.578 -5.397  0.36
H17 0.648 2.462 -6.253  0.29
H18 2.891 1.666 -5.847  0.43
H19 3.379 0.176 -4.047  0.50
H20 1.705 -0.704 -2.673  0.53
C20 1.145 -0.344 0.561  0.13
Si1 1.709 -1.949 1.019  -1.84
C21 0.976 -3.298 -0.076  -0.38
N2 -0.473 -3.257 -0.329  0.56
C22 -1.142 -3.710 0.832  -0.15
C23 -2.590 -3.995 0.626  -0.59
C24 -2.862 -5.081 -0.442  -0.65
C25 -1.671 -5.233 -1.374  -1.00
C26 -1.047 -3.800 -1.583  -0.30
C27 3.550 -2.382 0.723  0.61
C28 4.007 -2.518 -0.578  0.02
C29 5.355 -2.684 -0.962  -0.91
C30 6.299 -2.606 0.069  -0.41
C31 5.853 -2.496 1.411  -0.54
C32 4.517 -2.423 1.747  -0.36
C33 1.450 -2.420 2.865  0.28
C34 1.191 -1.365 3.772  0.18
C35 0.989 -1.575 5.148  -0.76
C36 0.840 -2.889 5.640  -0.60
C37 1.040 -3.955 4.760  -0.87
C38 1.419 -3.669 3.449  0.31
H21 1.667 -0.119 -0.375  -0.14
H22 1.378 0.378 1.289  -0.35
H23 1.338 -4.265 0.323  0.14
H24 1.389 -3.111 -1.122  0.28
H25 -1.038 -2.950 1.657  -0.16
H26 -0.690 -4.611 1.165  0.36
H27 -3.039 -3.034 0.297  -0.37
H28 -3.022 -4.336 1.542  0.75
H29 -3.715 -4.738 -1.085  0.28
H30 -3.099 -6.057 0.012  0.30
H31 -1.923 -5.630 -2.387  0.42
H32 -0.886 -5.936 -1.044  0.31
H33 -1.893 -3.087 -1.885  -0.20
H34 -0.289 -3.732 -2.376  0.60
H35 3.279 -2.522 -1.369  0.08
H36 5.584 -2.912 -2.003  0.41
H37 7.360 -2.754 -0.156  0.33
H38 6.580 -2.519 2.283  0.26
H39 4.240 -2.447 2.820  0.26
H40 1.245 -0.357 3.427  0.08
H41 0.778 -0.744 5.763  0.48
H42 0.712 -3.003 6.692  0.39
H43 0.919 -4.932 5.154  0.45
H44 1.686 -4.542 2.836  0.28
C39 2.738 3.900 -2.803  -0.96
C40 2.814 2.912 -1.837  -0.86
C41 1.746 2.617 -0.999  -0.13
C42 0.495 3.178 -1.286  -0.67
C43 0.397 4.132 -2.285  0.39
C44 1.525 4.490 -3.068  -0.66
N3 -0.653 2.718 -0.611  0.71
C45 -1.426 3.773 -0.201  -1.79
C46 -2.828 3.605 -0.199  -0.21
C47 -3.749 4.525 0.254  -0.69
C48 -3.256 5.727 0.751  -0.58
C49 -1.914 5.946 0.726  -0.92
C50 -0.973 4.994 0.213  0.89
H45 3.606 4.061 -3.387  0.44
H46 3.780 2.512 -1.577  0.48
H47 1.853 1.841 -0.189  0.37
H48 -0.584 4.562 -2.509  0.47
H49 1.326 5.288 -3.848  0.23
H50 -3.134 2.684 -0.561  0.49
H51 -4.824 4.297 0.218  0.40
H52 -3.938 6.441 1.183  0.34
H53 -1.445 6.771 1.133  0.46
H54 0.111 5.164 0.360  0.28

Values from the calculation:
DFT total energy (Ha): -2742.03009
Highest occupied orbital energy (eV): -3.906
Net charge: -1
ΔE to the lowest compared entry with this formula, charge and spin (kcal/mol): 24.9


Entry 5:
Density functional theory data (ωB97M-V with the def2-TZVPD basis set) for 9 unconnected molecules or ions with the total composition C29H35N9O3.

Each line ends with the Mulliken charge.
Geometry (Å):
C1 -0.964 -1.078 -0.379  -0.72
C2 -0.262 -0.816 -1.683  0.36
O1 0.265 -1.719 -2.299  -0.70
N1 -0.201 0.492 -2.188  0.43
C3 1.137 0.840 -2.689  -1.35
C4 -0.857 1.492 -1.409  -0.62
C5 -0.139 2.355 -0.578  -0.04
C6 -0.770 3.348 0.151  -0.89
C7 -2.147 3.523 0.066  -0.91
C8 -2.878 2.658 -0.747  0.94
C9 -2.254 1.638 -1.487  0.75
C10 -3.142 0.770 -2.330  0.25
O2 -2.789 0.209 -3.341  -0.57
C11 -4.547 0.645 -1.860  -0.49
C12 -5.126 1.627 -1.172  -0.66
C13 -4.349 2.845 -0.865  -0.09
O3 -4.874 3.930 -0.745  -0.60
H1 -2.031 -1.205 -0.538  -0.16
H2 -0.584 -2.033 -0.031  0.62
H3 -0.781 -0.336 0.391  0.41
H4 1.903 0.810 -1.917  0.38
H5 1.384 0.155 -3.491  0.33
H6 1.097 1.849 -3.091  0.42
H7 0.936 2.267 -0.501  0.41
H8 -0.196 4.004 0.789  0.63
H9 -2.657 4.310 0.600  0.52
H10 -5.091 -0.258 -2.095  0.40
H11 -6.140 1.574 -0.805  0.70
C14 -4.061 -3.198 2.263  -0.94
C15 -3.191 -2.030 2.298  0.47
N2 -2.524 -1.098 2.322  -0.45
H12 -3.473 -4.108 2.354  0.37
H13 -4.771 -3.137 3.087  0.33
H14 -4.601 -3.214 1.323  0.23
C16 -3.575 -3.268 -3.096  -0.86
C17 -3.240 -3.433 -1.688  0.50
N3 -2.938 -3.565 -0.591  -0.45
H15 -3.446 -4.214 -3.617  0.36
H16 -4.610 -2.944 -3.193  0.27
H17 -2.922 -2.518 -3.541  0.23
C18 2.941 -0.386 0.995  -0.93
C19 3.368 0.841 0.344  0.53
N4 3.699 1.806 -0.180  -0.57
H18 2.710 -1.138 0.240  0.25
H19 3.740 -0.762 1.630  0.39
H20 2.056 -0.193 1.601  0.38
C20 7.493 -0.071 0.638  -0.78
C21 6.461 -0.972 0.150  0.38
N5 5.639 -1.673 -0.234  -0.41
H21 7.285 0.217 1.667  0.28
H22 8.461 -0.566 0.593  0.33
H23 7.515 0.813 0.006  0.18
C22 0.285 3.865 4.633  -0.91
C23 0.748 2.931 3.616  0.41
N6 1.111 2.195 2.817  -0.35
H24 -0.758 3.665 4.868  0.27
H25 0.882 3.752 5.535  0.32
H26 0.381 4.886 4.268  0.28
C24 -6.650 1.145 2.810  -0.86
C25 -6.233 0.184 1.799  0.41
N7 -5.904 -0.560 0.993  -0.37
H27 -7.710 1.020 3.024  0.31
H28 -6.078 0.989 3.722  0.29
H29 -6.476 2.158 2.449  0.27
C26 3.960 -4.886 0.793  -0.65
C27 4.342 -4.541 2.155  0.36
N8 4.642 -4.269 3.227  -0.42
H30 4.255 -5.909 0.570  0.30
H31 2.882 -4.793 0.676  0.23
H32 4.453 -4.208 0.096  0.19
C28 6.296 1.010 -3.468  -0.63
C29 7.354 1.622 -2.676  0.40
N9 8.180 2.091 -2.033  -0.46
H33 6.698 0.670 -4.421  0.32
H34 5.877 0.161 -2.930  0.18
H35 5.507 1.738 -3.649  0.23

Values from the calculation:
DFT total energy (Ha): -1844.51469
Highest occupied orbital energy (eV): -8.670
SMILES: CC(=O)N(C)c1cccc2c1C(=O)C=CC2=O.CC#N.CC#N.CC#N.CC#N.CC#N.CC#N.CC#N.CC#N


LUMO in eV, matching the order above: 0.194; 0.445; 0.153; 2.574; -0.800
Kohn-Sham gap in eV, matching the order above: 9.674; 10.253; 7.698; 6.480; 7.869